Below is C27H24BrN5O7PPd as an isolated structure at a distorted geometry, with properties calculated with ωB97M-V/def2-TZVPD.

Computed properties:
HOMO energy   -5.4 eV
E_tot   -132987.620 eV
Gap between HOMO and LUMO   6.59 eV
Energy relative to the best compared isomer or geometry (same formula, charge and spin)   17.0 kJ/mol
E_LUMO   1.2 eV
F_max   0.021 Eh/bohr
Total charge   -1

Cartesian coordinates (Å):
Pd (1.27, -0.87, -0.18)
O (4.83, 3.58, 3.41)
C (5.33, 2.49, 3.05)
O (6.42, 1.95, 3.34)
C (4.46, 1.70, 2.07)
C (3.47, 2.35, 1.34)
C (2.61, 1.62, 0.54)
N (2.70, 0.28, 0.48)
C (3.67, -0.37, 1.14)
C (4.58, 0.32, 1.92)
C (3.65, -1.86, 0.99)
O (4.61, -2.52, 1.35)
O (2.55, -2.33, 0.47)
H (3.36, 3.42, 1.44)
H (1.82, 2.07, -0.04)
H (5.36, -0.22, 2.43)
Br (-0.61, 5.50, -3.96)
C (0.08, 3.77, -4.29)
C (0.39, 3.39, -5.58)
N (0.88, 2.19, -5.88)
C (1.07, 1.33, -4.88)
C (0.77, 1.62, -3.55)
C (0.26, 2.87, -3.25)
C (1.00, 0.60, -2.47)
O (1.68, -0.40, -2.71)
O (0.44, 0.86, -1.33)
H (0.25, 4.09, -6.40)
H (1.48, 0.36, -5.11)
H (0.01, 3.12, -2.23)
C (-0.58, 1.67, 2.09)
P (-0.15, 0.16, 2.97)
C (1.41, 0.46, 3.77)
C (-1.32, 0.09, 4.33)
O (-0.17, -1.06, 2.10)
H (-0.19, 2.55, 2.60)
H (-1.67, 1.75, 2.01)
H (-0.17, 1.61, 1.09)
H (1.37, 1.33, 4.42)
H (2.19, 0.61, 3.02)
H (1.67, -0.43, 4.36)
H (-1.26, 0.99, 4.94)
H (-1.07, -0.78, 4.95)
H (-2.34, -0.03, 3.95)
C (-0.17, -4.18, -2.21)
C (0.53, -3.32, -1.38)
N (-0.03, -2.19, -0.94)
C (-1.28, -1.88, -1.26)
C (-2.05, -2.69, -2.08)
C (-1.46, -3.84, -2.58)
C (-3.42, -2.32, -2.50)
C (-4.41, -1.77, -1.81)
C (-4.48, -1.47, -0.35)
C (-5.53, -0.72, 0.14)
C (-5.57, -0.50, 1.51)
N (-4.64, -0.97, 2.33)
C (-3.67, -1.68, 1.76)
N (-3.54, -1.96, 0.46)
H (0.31, -5.07, -2.58)
H (1.54, -3.50, -1.05)
H (-1.65, -0.94, -0.88)
H (-2.02, -4.47, -3.26)
H (-3.63, -2.51, -3.54)
H (-5.32, -1.56, -2.35)
H (-6.30, -0.33, -0.51)
H (-6.37, 0.08, 1.96)
H (-2.89, -2.06, 2.41)

=====

Below is C27H24Cl3N2O3Pt as an isolated structure at a distorted geometry, with properties calculated with ωB97M-V/def2-TZVPD.

Computed properties:
HOMO energy   -9.4 eV
E_tot   -78307.577 eV
Gap between HOMO and LUMO   5.37 eV
Energy relative to the best compared isomer or geometry (same formula, charge and spin)   1335.3 kJ/mol
E_LUMO   -4.1 eV
F_max   0.080 Eh/bohr
Total charge   +1

Cartesian coordinates (Å):
Pt (1.13, 0.44, 0.00)
N (3.18, 4.39, -1.00)
C (2.61, 3.20, -0.75)
O (2.69, 2.68, 0.36)
C (1.84, 2.59, -1.91)
C (1.66, 1.08, -1.88)
H (3.67, 4.86, -0.26)
H (3.13, 4.83, -1.90)
H (2.33, 2.88, -2.85)
H (0.86, 3.09, -1.93)
H (2.59, 0.58, -2.10)
H (0.88, 0.79, -2.58)
Cl (-3.43, -0.33, -4.34)
C (-3.26, 0.73, -2.99)
C (-4.29, 1.57, -2.65)
C (-4.18, 2.43, -1.55)
Cl (-5.51, 3.46, -1.14)
C (-3.02, 2.44, -0.80)
C (-2.86, 3.31, 0.34)
C (-2.52, 3.99, 1.33)
C (-0.28, 1.91, 0.64)
N (-0.80, 1.62, -0.39)
C (-1.96, 1.58, -1.17)
C (-2.01, 0.66, -2.26)
O (-1.11, -0.16, -2.52)
H (-5.20, 1.57, -3.24)
H (-3.73, 4.05, 0.76)
H (1.82, 1.40, 3.97)
H (1.08, 0.92, 1.91)
C (4.09, -2.77, -0.39)
C (2.76, -2.10, -0.51)
O (2.73, -0.88, -0.30)
C (1.57, -2.89, -0.88)
C (1.56, -4.27, -0.65)
C (0.45, -5.02, -0.98)
C (-0.65, -4.41, -1.59)
C (-0.63, -3.05, -1.86)
C (0.47, -2.29, -1.50)
H (4.85, -2.02, -0.18)
H (4.33, -3.32, -1.30)
H (4.07, -3.49, 0.43)
H (2.40, -4.76, -0.19)
H (0.44, -6.09, -0.79)
H (-1.51, -5.01, -1.87)
H (-1.46, -2.57, -2.37)
H (0.47, -1.24, -1.77)
Cl (0.88, 1.90, 3.20)
C (-0.50, 0.49, 3.56)
C (-1.52, 0.75, 4.42)
C (-2.43, -0.30, 4.45)
C (-2.22, -1.43, 3.65)
C (-1.11, -1.58, 2.85)
C (-0.12, -0.57, 2.80)
C (1.16, -0.57, 2.09)
H (-1.66, 1.68, 4.95)
H (-3.31, -0.21, 5.06)
H (-2.95, -2.23, 3.68)
H (-0.94, -2.48, 2.28)
H (1.55, -1.55, 1.82)
H (1.93, -0.25, 2.82)

=====

Below is a 2-piece molecular cluster, C27H24Cl6N2O overall at a distorted geometry, with properties calculated with ωB97M-V/def2-TZVPD.

Computed properties:
HOMO energy   -7.9 eV
E_tot   -108548.877 eV
Gap between HOMO and LUMO   6.07 eV
Energy relative to the best compared isomer or geometry (same formula, charge and spin)   0.0 kJ/mol
E_LUMO   -1.8 eV
F_max   0.078 Eh/bohr

Cartesian coordinates (Å):
Cl (2.71, -3.33, -3.31)
C (3.87, -3.72, -4.57)
Cl (4.03, -2.36, -5.65)
C (5.20, -3.92, -3.90)
O (5.69, -3.01, -3.28)
C (5.86, -5.19, -4.02)
Cl (7.38, -5.41, -3.21)
C (5.31, -6.21, -4.74)
Cl (6.15, -7.71, -4.84)
C (4.06, -6.06, -5.41)
Cl (3.42, -7.38, -6.33)
C (3.37, -4.90, -5.34)
Cl (1.87, -4.77, -6.16)
C (-4.48, 0.32, -5.01)
C (-3.87, -0.36, -3.83)
C (-2.54, -0.74, -3.87)
C (-1.94, -1.39, -2.80)
C (-0.52, -1.78, -2.92)
C (-2.68, -1.63, -1.64)
N (-2.04, -2.24, -0.48)
C (-0.92, -1.85, 0.14)
N (-0.66, -2.62, 1.21)
C (0.51, -2.56, 2.08)
C (0.90, -1.34, 2.64)
C (0.13, -0.10, 2.38)
C (2.05, -1.28, 3.41)
C (2.81, -2.41, 3.68)
C (4.02, -2.31, 4.53)
C (2.41, -3.61, 3.12)
C (1.28, -3.70, 2.32)
C (0.95, -5.01, 1.69)
C (-1.71, -3.56, 1.29)
C (-2.53, -3.36, 0.24)
C (-4.02, -1.22, -1.58)
C (-4.84, -1.41, -0.36)
C (-4.60, -0.61, -2.68)
H (-5.53, 0.57, -4.82)
H (-3.95, 1.25, -5.23)
H (-4.44, -0.32, -5.89)
H (-1.95, -0.54, -4.75)
H (-0.17, -2.33, -2.05)
H (-0.36, -2.41, -3.80)
H (0.11, -0.89, -3.03)
H (0.53, 0.73, 2.95)
H (0.19, 0.17, 1.32)
H (-0.92, -0.22, 2.64)
H (2.36, -0.33, 3.81)
H (4.51, -3.29, 4.63)
H (4.75, -1.62, 4.09)
H (3.77, -1.96, 5.53)
H (3.00, -4.50, 3.30)
H (1.72, -5.75, 1.89)
H (0.01, -5.41, 2.09)
H (0.85, -4.90, 0.61)
H (-1.84, -4.29, 2.07)
H (-3.39, -3.95, -0.02)
H (-5.81, -0.94, -0.45)
H (-5.01, -2.47, -0.15)
H (-4.34, -0.98, 0.51)
H (-5.63, -0.30, -2.63)

=====

Below is C27H24ClI2N3O4Rh as an isolated structure at a distorted geometry, with properties calculated with ωB97M-V/def2-TZVPD.

Computed properties:
HOMO energy (alpha / beta)   -10.1 / -10.3 eV
E_tot   -72772.878 eV
Gap between HOMO and LUMO (alpha / beta)   6.52 / 4.69 eV
Energy relative to the best compared isomer or geometry (same formula, charge and spin)   0.0 kJ/mol
E_LUMO (alpha / beta)   -3.6 / -5.6 eV
Expectation value of S²   6.054
Multiplicity   5
F_max   0.044 Eh/bohr
Total charge   +1

Cartesian coordinates (Å):
Rh (0.00, -0.23, 0.00)
C (3.61, -1.06, 2.15)
C (2.49, -0.63, 3.03)
N (2.50, -0.86, 4.31)
C (1.47, -0.53, 5.09)
C (0.28, -0.02, 4.60)
C (-0.83, 0.29, 5.57)
O (-2.05, -0.30, 5.14)
C (0.20, 0.27, 3.22)
C (-0.99, 0.76, 2.64)
N (-1.17, 0.96, 1.35)
C (-2.34, 1.52, 0.85)
C (-3.55, 1.55, 1.55)
C (-4.67, 2.16, 1.02)
C (-4.61, 2.78, -0.22)
C (-3.43, 2.76, -0.94)
C (-2.33, 2.12, -0.41)
I (-0.51, 2.05, -1.56)
C (1.38, 0.07, 2.42)
O (1.47, 0.46, 1.22)
H (4.37, -1.57, 2.73)
H (4.04, -0.18, 1.67)
H (3.24, -1.70, 1.35)
H (1.63, -0.68, 6.15)
H (-0.96, 1.38, 5.64)
H (-0.56, -0.08, 6.56)
H (-2.70, -0.22, 5.85)
H (-1.81, 0.93, 3.33)
H (-3.62, 1.06, 2.51)
H (-5.60, 2.14, 1.57)
H (-5.48, 3.27, -0.63)
H (-3.37, 3.23, -1.91)
Cl (0.46, -3.61, -6.20)
C (0.77, -2.80, -4.72)
C (2.06, -2.36, -4.45)
C (2.34, -1.72, -3.26)
I (4.26, -1.08, -2.72)
C (1.34, -1.49, -2.27)
O (1.61, -1.01, -1.14)
C (-0.01, -1.89, -2.61)
N (-0.96, -1.57, -1.70)
C (-2.19, -1.96, -1.92)
C (-2.56, -2.70, -3.05)
C (-1.62, -3.01, -3.99)
C (-0.29, -2.59, -3.80)
H (2.84, -2.52, -5.18)
H (-2.93, -1.68, -1.18)
H (-3.59, -3.01, -3.17)
H (-1.88, -3.57, -4.88)
C (-2.25, -2.89, 3.10)
C (-1.10, -3.88, 2.93)
C (-0.18, -3.17, 1.93)
O (-0.95, -2.14, 1.30)
C (-2.31, -2.27, 1.71)
H (-2.00, -2.12, 3.83)
H (-3.18, -3.36, 3.38)
H (-1.47, -4.81, 2.50)
H (-0.59, -4.11, 3.86)
H (0.19, -3.86, 1.16)
H (0.68, -2.70, 2.43)
H (-2.84, -2.95, 1.02)
H (-2.78, -1.29, 1.68)

=====

Below is an isolated molecule of C27H24N2O3S, with properties calculated with ωB97M-V/def2-TZVPD.

Computed properties:
HOMO energy   -9.2 eV
E_tot   -48347.155 eV
Gap between HOMO and LUMO   9.48 eV
Energy relative to the best compared isomer or geometry (same formula, charge and spin)   2.3 kJ/mol
SMILES   O=C(NC(c1ccccc1)c1ccccc1)c1cccc(S(=O)(=O)NCc2ccccc2)c1
E_LUMO   0.3 eV
F_max   0.016 Eh/bohr

Cartesian coordinates (Å):
O (-1.32, -0.37, -3.11)
C (-0.79, -0.16, -2.04)
N (-1.47, -0.01, -0.89)
C (-2.92, 0.01, -0.83)
C (-3.48, -1.17, -0.06)
C (-4.81, -1.16, 0.35)
C (-5.34, -2.23, 1.04)
C (-4.56, -3.33, 1.32)
C (-3.24, -3.36, 0.91)
C (-2.70, -2.29, 0.22)
C (-3.36, 1.32, -0.21)
C (-3.91, 2.33, -1.00)
C (-4.28, 3.54, -0.43)
C (-4.09, 3.75, 0.93)
C (-3.53, 2.75, 1.71)
C (-3.17, 1.55, 1.14)
C (0.70, -0.10, -1.87)
C (1.49, -0.90, -2.70)
C (2.87, -0.89, -2.57)
C (3.48, -0.08, -1.62)
C (2.68, 0.72, -0.82)
S (3.42, 1.79, 0.40)
O (3.10, 3.15, 0.10)
O (4.80, 1.43, 0.58)
N (2.52, 1.40, 1.77)
C (3.04, 0.28, 2.54)
C (2.90, -0.97, 1.71)
C (4.02, -1.60, 1.19)
C (3.87, -2.72, 0.38)
C (2.61, -3.20, 0.08)
C (1.49, -2.57, 0.60)
C (1.64, -1.46, 1.41)
C (1.31, 0.73, -0.94)
H (-0.98, 0.14, -0.02)
H (-3.26, -0.05, -1.87)
H (-5.42, -0.30, 0.12)
H (-6.38, -2.20, 1.35)
H (-4.97, -4.17, 1.87)
H (-2.62, -4.22, 1.12)
H (-1.68, -2.32, -0.12)
H (-4.06, 2.16, -2.05)
H (-4.71, 4.31, -1.04)
H (-4.37, 4.69, 1.37)
H (-3.38, 2.92, 2.77)
H (-2.75, 0.76, 1.76)
H (1.00, -1.52, -3.43)
H (3.47, -1.51, -3.22)
H (4.54, -0.06, -1.49)
H (2.40, 2.24, 2.33)
H (2.45, 0.19, 3.46)
H (4.10, 0.44, 2.79)
H (5.00, -1.22, 1.41)
H (4.75, -3.21, -0.02)
H (2.50, -4.07, -0.55)
H (0.51, -2.96, 0.37)
H (0.77, -0.97, 1.82)
H (0.75, 1.41, -0.31)

=====

Below is C27H24N6O2S2Y as an isolated structure at a distorted geometry, with properties calculated with ωB97M-V/def2-TZVPD.

Computed properties:
HOMO energy   -3.3 eV
E_tot   -64144.154 eV
Gap between HOMO and LUMO   5.39 eV
Energy relative to the best compared isomer or geometry (same formula, charge and spin)   52.8 kJ/mol
E_LUMO   2.1 eV
F_max   0.071 Eh/bohr
Total charge   -1

Cartesian coordinates (Å):
Y (-0.17, 0.74, 0.01)
O (2.38, -0.45, 3.56)
C (1.78, 0.08, 2.65)
N (0.48, -0.10, 2.16)
C (-0.57, -0.71, 2.79)
C (-0.39, -1.56, 3.91)
C (-1.39, -2.40, 4.31)
C (-2.68, -2.32, 3.84)
C (-2.96, -1.39, 2.85)
C (-1.91, -0.54, 2.34)
N (-2.12, 0.45, 1.43)
C (-3.27, 1.10, 1.09)
O (-4.43, 0.85, 1.48)
C (-3.08, 2.24, 0.17)
C (-4.15, 3.09, -0.12)
C (-4.03, 4.04, -1.16)
C (-2.85, 4.10, -1.84)
C (-1.79, 3.23, -1.46)
N (-1.87, 2.38, -0.43)
C (2.45, 1.17, 1.92)
C (3.50, 1.80, 2.63)
C (4.17, 2.88, 2.03)
C (3.76, 3.21, 0.70)
C (2.77, 2.51, 0.09)
N (2.01, 1.58, 0.69)
H (0.67, -1.61, 4.17)
H (-1.14, -3.08, 5.15)
H (-3.46, -2.96, 4.25)
H (-3.96, -1.29, 2.46)
H (-5.03, 2.99, 0.52)
H (-4.90, 4.56, -1.50)
H (-2.63, 4.62, -2.75)
H (-0.85, 3.13, -2.01)
H (3.79, 1.53, 3.67)
H (4.99, 3.44, 2.48)
H (4.21, 4.01, 0.16)
H (2.48, 2.67, -0.94)
C (0.63, 0.27, -4.95)
C (0.11, 0.22, -3.54)
S (0.92, 1.37, -2.47)
C (-0.87, -0.74, -3.18)
C (-1.43, -1.65, -4.26)
S (-1.68, -0.75, -1.65)
H (1.45, 1.01, -4.98)
H (-0.13, 0.45, -5.73)
H (1.02, -0.76, -5.09)
H (-0.61, -2.32, -4.62)
H (-1.75, -1.14, -5.16)
H (-2.16, -2.36, -3.86)
N (2.96, -1.30, -1.43)
C (2.28, -2.13, -0.57)
C (2.92, -3.20, 0.05)
C (2.21, -4.18, 0.69)
C (0.80, -4.10, 0.69)
C (0.21, -2.92, 0.15)
N (0.94, -1.93, -0.38)
H (3.98, -1.31, -1.43)
H (2.37, -0.62, -1.91)
H (4.00, -3.24, -0.09)
H (2.68, -5.10, 1.05)
H (0.22, -4.85, 1.22)
H (-0.89, -2.73, 0.15)

=====

Below is C27H24N7O10ReSi as an isolated structure at a distorted geometry, with properties calculated with ωB97M-V/def2-TZVPD.

Computed properties:
HOMO energy (alpha / beta)   -5.2 / -4.9 eV
E_tot   -69301.127 eV
Gap between HOMO and LUMO (alpha / beta)   6.96 / 6.54 eV
Energy relative to the best compared isomer or geometry (same formula, charge and spin)   0.0 kJ/mol
E_LUMO (alpha / beta)   1.7 / 1.6 eV
Expectation value of S²   0.756
Multiplicity   2
F_max   0.021 Eh/bohr
Total charge   -1

Cartesian coordinates (Å):
Re (-0.01, 0.23, 0.64)
C (3.68, -1.85, 1.70)
C (2.70, -1.19, 0.77)
O (1.57, -0.97, 1.23)
C (3.07, -0.86, -0.59)
C (4.37, -1.11, -1.06)
C (4.73, -0.85, -2.36)
C (3.76, -0.33, -3.23)
C (2.48, -0.08, -2.81)
C (2.10, -0.34, -1.48)
O (0.86, -0.10, -1.15)
H (3.21, -1.96, 2.67)
H (4.58, -1.24, 1.79)
H (3.97, -2.83, 1.31)
H (5.11, -1.51, -0.38)
H (5.73, -1.04, -2.70)
H (4.04, -0.11, -4.26)
H (1.73, 0.33, -3.48)
O (2.36, 3.67, 0.16)
C (1.53, 2.80, -0.05)
O (1.39, 1.76, 0.70)
C (0.67, 2.93, -1.30)
C (1.14, 3.78, -2.28)
C (0.44, 3.97, -3.46)
C (-0.76, 3.34, -3.69)
C (-1.26, 2.52, -2.70)
C (-0.56, 2.25, -1.49)
O (-1.08, 1.42, -0.65)
N (-2.55, 1.90, -2.95)
O (-3.34, 1.82, -2.03)
O (-2.78, 1.51, -4.09)
N (0.97, 4.86, -4.48)
O (0.32, 5.02, -5.50)
O (2.05, 5.39, -4.28)
H (2.07, 4.31, -2.09)
H (-1.30, 3.48, -4.61)
C (-2.30, 2.68, 2.13)
C (-2.86, 1.33, 1.83)
C (-4.17, 0.96, 2.07)
C (-4.57, -0.35, 1.76)
C (-3.70, -1.26, 1.21)
C (-2.38, -0.83, 0.99)
N (-2.02, 0.44, 1.31)
N (-1.29, -1.44, 0.52)
Si (-1.02, -3.11, 0.19)
C (-2.52, -3.94, -0.60)
C (-0.60, -4.01, 1.79)
C (0.40, -3.33, -1.02)
H (-3.09, 3.39, 2.37)
H (-1.73, 3.04, 1.27)
H (-1.61, 2.62, 2.98)
H (-4.86, 1.67, 2.50)
H (-5.60, -0.64, 1.95)
H (-4.01, -2.26, 0.97)
H (-3.20, -4.37, 0.14)
H (-2.18, -4.76, -1.24)
H (-3.09, -3.25, -1.23)
H (-1.48, -4.10, 2.43)
H (0.15, -3.44, 2.34)
H (-0.21, -5.02, 1.60)
H (0.35, -2.61, -1.83)
H (0.33, -4.33, -1.45)
H (1.38, -3.25, -0.55)
O (0.13, 0.51, 2.68)
N (-0.51, -0.32, 3.43)
C (-0.27, -0.22, 4.71)
C (0.64, 0.72, 5.28)
N (1.37, 1.49, 5.74)
C (-0.97, -1.12, 5.58)
N (-1.51, -1.83, 6.30)

=====

Below is a 2-piece molecular cluster, C27H25B2Cl4O5 overall at a distorted geometry, with properties calculated with ωB97M-V/def2-TZVPD.

Computed properties:
HOMO energy   -4.2 eV
E_tot   -90088.338 eV
Gap between HOMO and LUMO   4.41 eV
E_LUMO   0.2 eV
F_max   0.047 Eh/bohr
Total charge   -1

Cartesian coordinates (Å):
Cl (-0.36, -2.31, -2.86)
B (-0.53, -2.20, -1.03)
Cl (-2.31, -1.97, -0.49)
Cl (0.18, -3.72, -0.16)
O (0.29, -0.99, -0.54)
C (0.12, -0.23, 0.48)
C (-0.57, 1.04, 0.40)
C (-1.22, 1.61, 1.53)
C (-1.60, 2.95, 1.51)
C (-1.33, 3.71, 0.36)
Cl (-1.32, 5.43, 0.51)
C (-0.85, 3.12, -0.81)
C (-0.53, 1.77, -0.81)
H (0.50, -0.55, 1.45)
H (-1.46, 0.96, 2.39)
H (-2.09, 3.40, 2.38)
H (-0.73, 3.73, -1.70)
H (-0.26, 1.26, -1.73)
C (8.48, -2.75, 2.14)
C (7.15, -2.58, 2.70)
C (6.67, -2.79, 3.96)
C (5.29, -2.43, 3.94)
C (4.99, -2.00, 2.67)
B (3.62, -1.46, 2.03)
C (2.44, -1.68, 3.06)
C (1.32, -2.46, 3.04)
C (0.62, -2.24, 4.27)
C (1.36, -1.36, 4.99)
C (1.18, -0.81, 6.32)
O (2.46, -0.98, 4.25)
C (3.70, 0.07, 1.85)
C (4.74, 0.95, 1.82)
C (4.21, 2.27, 1.76)
C (2.85, 2.14, 1.78)
C (1.77, 3.10, 1.72)
O (2.54, 0.81, 1.83)
C (3.61, -2.35, 0.73)
C (3.51, -2.02, -0.60)
C (3.67, -3.23, -1.35)
C (3.86, -4.24, -0.44)
C (4.09, -5.66, -0.59)
O (3.84, -3.71, 0.83)
O (6.13, -2.12, 1.90)
H (9.12, -3.20, 2.89)
H (8.47, -3.41, 1.27)
H (8.94, -1.79, 1.87)
H (7.21, -3.16, 4.81)
H (4.62, -2.49, 4.79)
H (1.02, -3.08, 2.20)
H (-0.31, -2.70, 4.57)
H (0.23, -1.18, 6.71)
H (1.97, -1.11, 7.01)
H (1.14, 0.29, 6.30)
H (5.79, 0.71, 1.86)
H (4.73, 3.22, 1.72)
H (2.21, 4.11, 1.71)
H (1.19, 2.98, 0.80)
H (1.11, 3.01, 2.59)
H (3.33, -1.03, -1.00)
H (3.64, -3.35, -2.43)
H (4.15, -5.87, -1.66)
H (5.03, -5.96, -0.11)
H (3.27, -6.25, -0.17)